No. 1
DFT (the ωB97M-V functional and the def2-TZVPD basis) results for C5H6ClNS in the gas phase at a distorted geometry.

XYZ file:
```
14
C5H6ClNS | the Open Molecules 2025 dataset | the ωB97M-V functional and the def2-TZVPD basis
S 3.68 -0.82 -0.42
C 2.12 -1.24 0.37
N 1.04 -0.47 0.25
C 0.95 0.85 -0.20
C -0.36 1.37 -0.23
C -1.59 0.71 0.30
C -1.95 -0.47 -0.26
Cl -3.51 -1.21 -0.29
H 1.93 -2.17 1.17
H 0.23 -0.96 0.84
H 1.83 1.25 -0.73
H -0.79 2.42 -0.63
H -2.12 1.52 0.96
H -1.45 -0.77 -1.14
```

Properties
energy above the lowest of the compared OMol25 structures with the same formula, charge and spin = 76.9 kcal per mole
charge = 0
structure (SMILES) = S=CN/C=C\C=C\Cl


No. 2
DFT (the ωB97M-V functional and the def2-TZVPD basis) results for C5H6ClO3S as an isolated structure at a distorted geometry.

XYZ file:
```
16
C5H6ClO3S | the Open Molecules 2025 dataset | the ωB97M-V functional and the def2-TZVPD basis
C -1.74 0.16 2.27
C 0.09 1.01 2.08
C -1.86 -0.23 0.78
C 0.67 0.10 0.95
C -0.53 0.14 -0.04
O 1.42 -0.95 3.62
O -2.64 0.76 2.85
O -0.99 -0.79 2.85
S 0.31 0.01 3.67
Cl 1.45 2.21 2.07
H -2.18 -1.23 0.52
H -2.66 0.53 0.47
H 1.52 0.65 0.60
H 0.74 -0.97 1.16
H -0.30 -0.44 -0.92
H -0.70 1.20 -0.24
```

Properties
energy above the lowest of the compared OMol25 structures with the same formula, charge and spin = 22.1 kcal per mole
charge = -1


No. 3
DFT (the ωB97M-V functional and the def2-TZVPD basis) results for C5H6CrLiO4 as an isolated structure at a distorted geometry.

XYZ file:
```
17
C5H6CrLiO4 | the Open Molecules 2025 dataset | the ωB97M-V functional and the def2-TZVPD basis
O 2.39 1.67 1.26
C 2.14 0.87 0.33
O 2.61 0.99 -0.83
O 1.36 -0.18 0.64
C 0.65 -0.86 -0.39
Li 3.46 2.60 -0.09
H 0.41 -1.85 0.01
H 1.37 -1.08 -1.20
C -0.61 -0.08 -1.27
C -1.19 0.03 0.05
H -0.18 0.83 -1.70
H -1.14 -0.79 -1.91
Cr -1.53 0.03 2.66
O -2.59 -1.18 1.71
C -2.32 -0.67 0.50
H -2.83 -1.26 -0.28
H -1.98 0.93 0.52
```

Properties
charge = +2
DFT total energy = -42073.7706 eV
2S+1 = 4


No. 4
DFT (the ωB97M-V functional and the def2-TZVPD basis) results for C5H6CuO4 as an isolated structure at a distorted geometry.

XYZ file:
```
16
C5H6CuO4 | the Open Molecules 2025 dataset | the ωB97M-V functional and the def2-TZVPD basis
O 0.48 1.87 -0.34
O -1.27 0.48 -0.30
C -2.03 -0.16 0.63
C -3.36 -0.17 0.56
C 0.08 0.74 0.01
H -1.47 -0.78 1.34
H 0.30 0.42 1.06
H -3.91 -0.98 1.03
H -3.90 0.56 -0.04
Cu 2.58 2.01 -0.09
O 3.59 -0.24 -1.12
O 2.76 0.08 0.85
C 2.66 -0.54 -0.29
C 1.37 -0.90 -0.87
H 0.93 -1.85 -0.54
H 1.20 -0.56 -1.90
```

Properties
energy above the lowest of the compared OMol25 structures with the same formula, charge and spin = 17.8 kcal per mole
charge = -1


No. 5
DFT (the ωB97M-V functional and the def2-TZVPD basis) results for C5H6F2 in the gas phase at a distorted geometry.

XYZ file:
```
13
C5H6F2 | the Open Molecules 2025 dataset | the ωB97M-V functional and the def2-TZVPD basis
C 2.18 -0.80 0.32
C 0.85 -0.28 -0.10
C -0.22 -1.22 -0.53
C -1.55 -1.07 -0.09
F -2.00 0.16 0.50
C 0.78 1.01 0.00
F -0.13 2.01 -0.31
H 3.06 0.05 0.14
H 2.21 -1.29 1.34
H 1.99 -1.60 -0.48
H 0.14 -2.25 -0.68
H -2.18 -1.99 -0.16
H 1.68 1.63 0.49
```

Properties
energy above the lowest of the compared OMol25 structures with the same formula, charge and spin = 55.6 kcal per mole
charge = 0
structure (SMILES) = CC(/C=C\F)=C/F


No. 6
DFT (the ωB97M-V functional and the def2-TZVPD basis) results for C5H6F2N2 in the gas phase at a distorted geometry.

XYZ file:
```
15
C5H6F2N2 | the Open Molecules 2025 dataset | the ωB97M-V functional and the def2-TZVPD basis
N 2.32 1.37 -0.65
N 1.13 0.82 -0.33
C -0.02 1.28 -0.67
C -1.26 0.68 -0.27
F -2.26 1.56 -0.60
C -1.69 -0.47 0.32
C -1.04 -1.69 0.80
C 0.29 -1.82 1.00
F 0.65 -3.00 1.50
H 3.15 0.87 -0.56
H 2.50 2.01 -1.39
H -0.01 2.13 -1.27
H -2.82 -0.37 0.35
H -1.82 -2.42 0.92
H 0.88 -0.95 0.86
```

Properties
energy above the lowest of the compared OMol25 structures with the same formula, charge and spin = 75.2 kcal per mole
charge = 0
structure (SMILES) = N/N=C/C(F)=C\C=C\F


No. 7
DFT (the ωB97M-V functional and the def2-TZVPD basis) results for a 2-piece molecular cluster, C5H6F2S overall at a distorted geometry.

XYZ file:
```
14
C5H6F2S | the Open Molecules 2025 dataset | the ωB97M-V functional and the def2-TZVPD basis
F 1.78 -0.03 1.02
C 1.45 -0.83 -0.04
F 2.59 -1.32 -0.58
C 0.16 -1.68 0.08
C 0.22 -0.49 -0.93
H -0.22 -1.85 1.07
H 0.30 -2.62 -0.49
H 0.35 -0.92 -1.88
H -0.15 0.54 -0.89
C 0.13 2.72 -0.21
C -0.11 2.95 -1.48
S -0.46 2.74 -2.94
H -0.36 3.10 0.62
H 0.83 2.03 0.19
```

Properties
energy above the lowest of the compared OMol25 structures with the same formula, charge and spin = 67.7 kcal per mole
charge = 0
structure (SMILES) = FC1(F)CC1.C=C=S


No. 8
DFT (the ωB97M-V functional and the def2-TZVPD basis) results for C5H6F2S in the gas phase at a distorted geometry.

XYZ file:
```
14
C5H6F2S | the Open Molecules 2025 dataset | the ωB97M-V functional and the def2-TZVPD basis
F -1.31 -1.67 1.14
C -0.53 -0.53 0.96
C 0.84 -0.86 0.64
S 0.73 -1.66 -0.93
C 1.25 -0.11 -0.54
C 0.19 0.85 -1.02
C -1.07 0.58 -0.09
F -1.66 1.71 0.37
H -0.45 -0.32 2.19
H 1.49 -0.94 1.52
H 2.23 0.09 -0.71
H -0.09 0.73 -2.09
H 0.35 2.11 -0.89
H -1.97 0.02 -0.57
```

Properties
energy above the lowest of the compared OMol25 structures with the same formula, charge and spin = 52.2 kcal per mole
charge = 0
structure (SMILES) = F[C@H]1[C@H]2S[C@H]2C[C@@H]1F